Below is a cluster of 12 separate species, C41H88F12N12O29S12 in total at a distorted geometry, with properties calculated with ωB97M-V with the def2-TZVPD basis set.

Geometry as XYZ:
```
194
Properties=species:S:1:pos:R:3:forces:R:3:lowdin_spin:R:1
C 10.875 7.326 -3.327 -0.80 0.86 0.40 0.00
C 11.818 7.381 -4.468 -0.06 -0.36 0.97 0.00
O 12.976 7.587 -4.343 0.00 0.04 -1.24 0.00
N 11.187 7.110 -5.843 0.53 2.97 0.54 0.00
H 11.611 6.312 -6.294 1.02 -1.26 -0.60 0.00
H 10.193 6.935 -5.802 -0.39 -0.09 0.32 0.00
C 11.393 8.308 -6.821 -0.92 -1.32 0.04 0.00
H 10.046 8.015 -3.484 -0.50 -0.31 -0.51 0.00
H 11.292 7.772 -2.424 0.62 -0.63 -0.08 0.00
H 10.502 6.318 -3.141 -0.05 0.01 0.00 0.00
H 12.441 8.570 -6.966 -0.17 -0.20 0.48 0.00
H 10.741 9.116 -6.491 0.39 0.05 0.10 0.00
H 10.988 7.891 -7.743 0.17 0.28 -0.17 0.00
C 16.102 4.262 2.149 0.06 -0.37 0.21 0.00
C 15.387 2.935 2.280 -1.59 2.58 0.85 0.00
O 14.846 2.522 3.263 0.87 -0.65 -0.46 0.00
N 14.981 2.418 0.979 0.27 -3.91 -0.35 0.00
H 14.186 2.943 0.644 -0.83 0.92 0.01 0.00
H 15.704 2.462 0.276 0.93 0.45 -0.28 0.00
C 14.461 0.943 0.974 -0.38 1.85 0.84 0.00
H 15.928 4.843 3.055 0.52 -0.36 0.16 0.00
H 15.682 4.900 1.371 -0.20 -0.42 -0.36 0.00
H 17.141 4.075 1.877 0.25 0.26 0.25 0.00
H 14.459 0.599 -0.061 -0.01 0.02 0.22 0.00
H 13.467 1.107 1.391 -0.23 -0.73 -0.30 0.00
H 15.011 0.322 1.681 0.24 0.21 -0.32 0.00
C 11.955 1.239 -2.128 -0.71 -0.93 0.41 0.00
C 12.482 2.078 -3.308 1.36 0.25 -0.82 0.00
C 14.041 1.943 -3.386 0.67 -0.28 -0.05 0.00
C 14.669 0.637 -3.925 -0.72 -0.47 0.60 0.00
C 14.030 0.369 -5.281 1.12 0.09 -0.13 0.00
C 12.513 0.156 -5.261 0.05 0.39 -1.15 0.00
N 11.952 1.460 -4.646 -8.80 1.06 -1.39 0.00
O 10.687 1.860 -5.072 8.79 -2.40 2.70 0.00
C 12.086 -1.062 -4.417 0.20 0.20 1.07 0.00
C 12.012 -0.108 -6.704 -0.91 0.38 0.94 0.00
C 12.053 3.572 -3.194 -0.23 -0.52 -0.15 0.00
H 12.085 1.720 -1.159 -0.12 0.73 -0.30 0.00
H 12.367 0.249 -1.933 0.79 0.05 -0.66 0.00
H 10.909 0.943 -2.198 -0.34 0.66 -0.17 0.00
H 14.465 2.222 -2.422 -0.35 -0.21 0.29 0.00
H 14.556 2.636 -4.051 -0.82 0.75 -0.20 0.00
H 14.608 -0.260 -3.309 -0.59 0.00 0.52 0.00
H 15.746 0.801 -3.931 0.07 0.23 -0.56 0.00
H 14.455 -0.484 -5.810 -0.04 -0.29 0.22 0.00
H 14.347 1.206 -5.902 -0.69 0.16 -0.35 0.00
H 11.008 -1.198 -4.329 -0.06 0.14 -0.19 0.00
H 12.518 -1.037 -3.416 -0.16 0.12 0.08 0.00
H 12.499 -1.974 -4.849 -0.07 0.21 -0.55 0.00
H 12.435 -1.076 -6.972 0.47 0.41 -0.51 0.00
H 12.162 0.741 -7.371 0.48 -0.31 -0.21 0.00
H 10.943 -0.323 -6.731 -0.16 0.25 0.26 0.00
H 11.019 3.631 -2.853 0.03 0.01 0.01 0.00
H 12.161 4.143 -4.116 -0.02 -0.45 -0.39 0.00
H 12.677 4.126 -2.493 0.12 -0.48 0.35 0.00
C 8.005 1.020 -0.164 1.37 -1.08 -0.61 0.02
C 6.839 1.944 -0.405 -0.67 0.44 0.98 0.02
C 6.940 2.632 -1.753 -0.26 -0.67 -2.34 0.00
C 6.719 1.740 -3.075 -0.80 -0.71 2.38 0.00
C 5.865 0.451 -2.709 0.30 0.89 -1.04 0.00
C 4.819 0.612 -1.570 1.86 -1.00 0.12 0.01
N 5.531 1.187 -0.322 -2.52 -2.15 2.78 0.42
O 4.983 0.721 0.908 2.59 2.21 -4.47 0.50
C 4.235 -0.839 -1.293 -0.46 0.95 0.10 0.00
C 3.709 1.584 -1.975 -0.23 -0.52 1.20 0.01
C 6.920 3.049 0.685 -0.19 -0.56 0.52 0.01
H 8.157 0.279 -0.949 -0.36 0.03 -0.42 0.00
H 8.064 0.385 0.721 -0.79 0.46 0.40 0.00
H 8.949 1.566 -0.162 -0.12 0.37 0.07 0.00
H 7.903 3.117 -1.917 0.24 -0.04 0.65 0.00
H 6.218 3.445 -1.820 -0.21 0.00 0.28 0.00
H 7.647 1.321 -3.465 0.07 0.52 -0.19 0.00
H 6.227 2.410 -3.779 0.09 -0.38 -0.29 0.00
H 6.548 -0.396 -2.655 0.18 0.05 1.18 0.00
H 5.375 0.096 -3.615 -0.68 0.45 -0.12 0.00
H 3.474 -0.820 -0.513 0.07 0.23 0.07 0.00
H 4.918 -1.646 -1.028 0.57 0.57 0.04 0.00
H 3.730 -1.193 -2.192 0.02 0.25 -0.27 0.00
H 4.015 2.620 -2.118 0.34 -0.22 -0.50 0.00
H 3.083 1.633 -1.084 -0.46 -0.03 -0.07 0.00
H 3.138 1.156 -2.799 0.05 0.32 -0.12 0.00
H 7.010 2.508 1.627 0.21 0.27 0.18 0.00
H 6.097 3.748 0.830 -0.49 -0.34 -0.57 0.00
H 7.789 3.685 0.517 0.27 -0.37 -0.01 0.00
C 21.142 1.443 -5.915 0.33 1.56 -0.74 0.00
C 19.872 1.324 -6.774 1.22 -1.32 -0.42 0.00
C 18.706 1.481 -5.876 -1.65 1.07 -0.23 0.00
C 17.418 1.619 -6.659 -0.74 -1.28 -0.96 0.00
C 17.333 2.674 -7.819 -0.45 -0.49 2.83 0.00
C 18.522 2.686 -8.778 -0.81 0.89 -1.23 0.00
N 19.763 2.454 -7.894 6.93 2.51 -3.24 0.00
O 20.913 3.094 -8.294 -7.44 -4.16 3.03 0.00
C 18.574 4.119 -9.442 0.63 -0.28 0.51 0.00
C 18.438 1.544 -9.910 0.55 -0.65 0.75 0.00
C 19.906 -0.077 -7.571 0.33 1.08 -0.12 0.00
H 22.078 1.426 -6.473 -0.09 -0.48 -0.10 0.00
H 21.159 0.763 -5.063 -0.29 -0.33 -0.43 0.00
H 21.137 2.434 -5.460 -0.08 0.14 0.09 0.00
H 18.772 2.377 -5.260 0.50 -0.04 0.22 0.00
H 18.607 0.622 -5.212 0.31 0.00 0.00 0.00
H 16.639 1.694 -5.900 -0.30 0.74 -0.35 0.00
H 17.200 0.643 -7.092 -0.05 -0.23 -0.24 0.00
H 17.251 3.606 -7.259 0.49 0.57 -0.35 0.00
H 16.336 2.607 -8.254 0.36 -0.35 -0.77 0.00
H 19.358 4.269 -10.184 0.02 -0.40 0.03 0.00
H 18.724 4.880 -8.676 0.15 -0.13 0.23 0.00
H 17.627 4.407 -9.898 -0.21 -0.71 0.02 0.00
H 19.376 1.314 -10.416 0.38 0.51 0.27 0.00
H 17.726 1.703 -10.720 -0.28 0.94 0.51 0.00
H 18.125 0.588 -9.489 -0.15 0.22 0.26 0.00
H 18.969 -0.501 -7.933 -0.11 0.56 0.18 0.00
H 20.366 -0.851 -6.956 0.08 0.38 0.36 0.00
H 20.568 0.084 -8.421 0.00 -0.25 -0.09 0.00
C 13.442 -7.626 -1.045 0.91 0.39 -0.93 0.00
C 14.243 -6.493 -1.794 -0.95 0.10 1.58 0.00
C 13.986 -5.164 -1.033 -0.04 1.02 -0.54 0.00
N 14.862 -3.992 -1.500 0.95 1.28 0.63 0.00
C 14.591 -3.648 -2.983 0.54 0.42 1.65 0.00
C 14.726 -2.662 -0.650 0.59 -0.03 0.82 0.00
C 16.106 -1.957 -0.602 0.24 -0.36 -0.73 0.00
C 17.175 -3.041 -0.915 -1.15 0.03 -1.14 0.00
C 16.341 -4.293 -1.222 -0.41 -0.96 -0.10 0.00
H 12.393 -7.382 -1.213 -0.06 -0.65 0.15 0.00
H 13.641 -7.820 0.009 0.11 0.84 0.16 0.00
H 13.803 -8.553 -1.491 -0.77 -0.16 -0.40 0.00
H 13.789 -6.419 -2.783 0.13 0.04 -0.04 0.00
H 15.286 -6.786 -1.916 0.08 0.29 0.24 0.00
H 14.044 -5.173 0.055 0.58 -0.46 -0.01 0.00
H 12.979 -4.777 -1.190 -0.25 -0.37 -0.32 0.00
H 15.292 -2.826 -3.130 -0.45 0.31 -0.47 0.00
H 13.536 -3.374 -2.981 0.10 0.18 -0.44 0.00
H 14.831 -4.420 -3.714 -0.09 -0.35 0.56 0.00
H 13.938 -1.967 -0.939 -0.19 -0.69 -0.51 0.00
H 14.551 -2.921 0.395 -0.54 -0.67 -0.25 0.00
H 16.151 -1.150 -1.334 0.08 -0.03 -0.11 0.00
H 16.329 -1.493 0.359 -0.42 -0.12 0.07 0.00
H 17.718 -2.759 -1.817 0.34 0.08 0.31 0.00
H 17.844 -3.254 -0.082 0.01 0.16 -0.24 0.00
H 16.610 -4.919 -2.073 0.64 0.15 0.20 0.00
H 16.376 -4.893 -0.313 -0.37 -0.31 -0.19 0.00
N 7.313 -1.970 -7.418 1.36 0.90 4.28 0.00
S 8.062 -1.482 -5.993 -2.79 0.31 1.79 0.00
O 8.357 -0.070 -5.887 0.52 -1.01 -0.38 0.00
O 8.843 -2.426 -5.256 1.18 0.05 -1.12 0.00
F 6.748 -1.599 -5.153 -1.35 0.20 0.37 0.00
S 8.488 -1.733 -8.374 2.51 -0.06 -6.07 0.00
O 9.566 -2.718 -8.413 -0.90 1.42 1.07 0.00
O 8.827 -0.339 -8.686 -0.48 -2.28 0.76 0.00
F 7.618 -2.261 -9.619 0.07 0.52 -0.47 0.00
N 12.701 3.809 0.825 4.65 4.38 -1.60 0.00
S 12.747 5.462 0.615 2.98 5.46 0.65 0.00
O 13.344 6.169 1.753 -1.47 -1.86 -1.38 0.00
O 11.713 6.176 -0.131 0.76 -2.16 1.17 0.00
F 13.941 5.559 -0.396 0.49 -0.99 -0.68 0.00
S 11.271 3.769 1.172 -11.33 -4.55 4.06 0.00
O 10.443 3.392 0.024 0.78 1.90 1.23 0.00
O 10.693 4.593 2.317 2.50 -1.91 -4.24 0.00
F 11.345 2.305 1.841 0.31 0.14 0.50 0.00
N 17.090 2.449 -0.708 -3.82 1.92 -4.47 0.00
S 18.552 2.402 -0.564 10.14 -2.52 6.12 0.00
O 19.060 3.375 0.409 -0.43 -1.07 -2.13 0.00
O 19.394 1.942 -1.669 -1.63 1.32 0.96 0.00
F 18.541 1.106 0.373 -0.02 -0.79 0.17 0.00
S 17.219 3.502 -2.009 -2.59 4.73 -3.23 0.00
O 17.169 2.924 -3.353 -0.20 0.33 2.63 0.00
O 18.049 4.727 -1.858 -1.72 -3.58 0.02 0.00
F 15.732 4.096 -1.705 0.73 -0.53 -0.61 0.00
N 11.573 -2.681 -1.021 0.64 2.92 4.26 0.00
S 10.335 -3.285 -1.626 -5.14 -5.94 -6.31 0.00
O 9.229 -2.518 -2.181 1.63 0.11 2.10 0.00
O 10.018 -4.643 -1.171 0.42 2.03 0.34 0.00
F 11.076 -3.673 -3.008 0.81 0.09 -0.42 0.00
S 10.837 -2.039 0.367 -0.62 -0.64 1.83 0.00
O 9.937 -2.864 1.150 1.15 0.51 -1.61 0.00
O 10.432 -0.691 0.177 0.95 0.33 -0.18 0.00
F 12.136 -2.095 1.260 0.82 0.64 -0.01 0.00
N 14.374 -0.389 -10.702 -1.96 -6.08 -0.66 0.00
S 13.973 1.013 -10.730 -0.46 9.48 1.28 0.00
O 13.187 1.449 -9.551 1.04 -0.55 -2.43 0.00
O 13.748 1.612 -12.033 0.15 -0.33 1.67 0.00
F 15.462 1.603 -10.329 0.12 0.11 -0.05 0.00
S 12.792 -0.998 -10.916 -2.25 -5.56 0.12 0.00
O 11.864 -0.452 -11.884 1.67 0.60 1.33 0.00
O 12.213 -1.613 -9.722 1.62 1.84 -1.36 0.00
F 13.254 -2.327 -11.726 0.50 0.54 0.30 0.00
N 12.372 5.389 -7.457 6.25 1.18 2.30 0.00
S 11.606 4.465 -8.303 -9.34 -6.83 -5.67 0.00
O 11.010 3.297 -7.639 1.91 1.79 -0.52 0.00
O 11.955 4.314 -9.703 0.50 0.52 2.15 0.00
F 10.285 5.369 -8.386 -0.32 1.15 0.15 0.00
S 13.843 4.541 -7.617 4.34 1.19 1.26 0.00
O 14.614 4.812 -8.813 -1.63 -0.69 1.22 0.00
O 13.906 3.237 -6.974 -0.60 1.93 -0.96 0.00
F 14.652 5.500 -6.589 -0.77 -0.37 0.13 0.00
```
Positions in Å, forces in eV/Å.

## Properties
* LUMO level (alpha / beta): -3.55 / -3.55 eV
* spin multiplicity: 2
* total charge: -1
* electronic energy: -283812.366 eV